No. 1
# C52H77F13N3O31S

A cluster of 10 separate species, C52H77F13N3O31S in total at a distorted geometry (ωB97M-V/def2-TZVPD, the OMol25 dataset).

Atoms and positions in Å:
C1 1.092 1.664 3.917
C2 0.787 2.063 2.353
C3 0.104 0.813 1.480
C4 -0.622 1.512 0.185
C5 0.282 1.512 -1.192
C6 1.689 2.347 -1.089
C7 3.011 1.381 -0.751
C8 4.315 2.370 -0.819
C9 5.515 2.023 0.241
C10 5.025 1.692 1.769
C11 6.148 1.964 2.935
C12 5.374 2.268 4.384
N1 5.711 3.621 4.972
C13 4.511 4.537 5.069
N2 3.714 4.349 6.377
C14 4.484 3.727 7.328
C15 4.126 2.122 7.622
C16 5.733 4.385 8.161
C17 4.867 6.143 4.998
N3 3.903 7.038 5.746
O1 6.203 6.344 5.650
O2 5.001 6.682 3.636
C18 3.736 6.642 2.887
C19 3.265 8.091 2.255
C20 1.658 8.324 2.538
C21 0.664 7.687 1.402
F1 -0.075 8.785 0.672
F2 1.416 6.964 0.309
C22 -0.384 6.533 2.007
F3 -0.941 5.865 0.770
F4 0.344 5.472 2.734
C23 -1.669 7.181 2.805
F5 -1.429 8.599 3.269
F6 -2.724 7.357 1.731
C24 -2.369 6.218 3.917
F7 -2.393 4.765 3.520
F8 -3.827 6.616 3.952
S1 -1.753 6.323 5.661
F9 -3.294 5.706 6.212
F10 -2.373 7.891 5.949
F11 -0.187 6.861 5.253
F12 -1.264 4.652 5.523
F13 -1.250 6.281 7.301
C25 4.013 5.655 1.566
O3 5.010 5.905 0.694
O4 3.040 4.532 1.421
H1 2.014 0.916 4.001
H2 1.453 2.662 4.451
H3 0.142 1.299 4.497
H4 0.048 2.968 2.283
H5 1.836 2.255 1.842
H6 -0.757 0.354 2.162
H7 0.902 0.001 1.157
H8 -1.069 2.585 0.446
H9 -1.580 0.843 -0.058
H10 -0.380 2.068 -2.013
H11 0.534 0.444 -1.598
H12 1.563 3.115 -0.197
H13 1.856 3.000 -2.060
H14 3.016 0.500 -1.531
H15 2.790 0.911 0.297
H16 4.783 2.226 -1.907
H17 3.951 3.498 -0.795
H18 6.232 1.197 -0.209
H19 6.186 3.008 0.314
H20 4.797 0.521 1.798
H21 4.033 2.217 2.102
H22 6.954 2.771 2.668
H23 6.724 0.932 3.099
H24 4.205 2.054 4.307
H25 5.777 1.461 5.166
H26 6.512 4.045 4.455
H27 3.759 4.187 4.212
H28 4.925 1.391 7.172
H29 3.021 1.862 7.265
H30 4.157 1.970 8.792
H31 6.684 4.388 7.441
H32 5.982 3.759 9.142
H33 5.488 5.506 8.405
H34 4.034 7.008 6.781
H35 2.895 6.741 5.598
H36 6.104 7.244 6.085
H37 2.819 6.223 3.482
H38 3.901 8.921 2.823
H39 3.575 8.144 1.127
H40 1.455 7.970 3.634
H41 1.504 9.508 2.547
C26 -3.717 4.176 -2.028
C27 -4.815 3.602 -2.863
O5 -4.570 2.209 -2.811
C28 -3.852 1.975 -1.673
O6 -3.613 0.866 -1.225
O7 -3.439 3.143 -1.101
H42 -4.021 5.090 -1.511
H43 -2.812 4.381 -2.611
H44 -5.807 3.802 -2.444
H45 -4.786 3.962 -3.895
C29 -3.237 -3.011 -4.109
C30 -4.078 -2.441 -3.013
O8 -3.376 -2.808 -1.841
C31 -2.074 -3.005 -2.202
O9 -1.158 -3.167 -1.414
O10 -1.933 -2.997 -3.560
H46 -3.280 -2.411 -5.022
H47 -3.508 -4.045 -4.350
H48 -4.141 -1.349 -3.060
H49 -5.089 -2.856 -3.006
C32 1.261 -6.050 -3.504
C33 0.739 -4.658 -3.353
O11 1.886 -3.856 -3.562
C34 2.761 -4.599 -4.301
O12 3.781 -4.161 -4.806
O13 2.345 -5.896 -4.401
H50 0.513 -6.734 -3.915
H51 1.638 -6.460 -2.561
H52 -0.010 -4.408 -4.112
H53 0.315 -4.478 -2.361
C35 1.114 -10.614 -5.666
C36 1.636 -9.377 -6.322
O14 0.500 -8.537 -6.384
C37 -0.355 -8.952 -5.404
O15 -1.357 -8.347 -5.062
O16 0.059 -10.132 -4.856
H54 1.873 -11.115 -5.058
H55 0.707 -11.330 -6.388
H56 2.410 -8.882 -5.725
H57 2.030 -9.572 -7.323
C38 2.623 -8.705 0.721
C39 1.360 -9.486 0.883
O17 0.354 -8.554 0.531
C40 0.942 -7.620 -0.272
O18 0.333 -6.765 -0.894
O19 2.299 -7.767 -0.288
H58 3.464 -9.332 0.412
H59 2.899 -8.163 1.632
H60 1.305 -10.340 0.200
H61 1.218 -9.841 1.908
C41 -8.751 -4.023 -4.969
C42 -7.818 -4.871 -5.770
O20 -6.797 -3.966 -6.147
C43 -6.808 -2.953 -5.232
O21 -5.952 -2.088 -5.153
O22 -7.900 -3.035 -4.418
H62 -9.253 -4.588 -4.178
H63 -9.507 -3.531 -5.590
H64 -7.374 -5.679 -5.178
H65 -8.300 -5.301 -6.653
C44 -2.605 -13.379 -8.535
C45 -3.446 -12.809 -7.439
O23 -2.744 -13.176 -6.267
C46 -1.442 -13.373 -6.628
O24 -0.526 -13.535 -5.840
O25 -1.301 -13.365 -7.986
H66 -2.648 -12.779 -9.448
H67 -2.876 -14.413 -8.776
H68 -3.509 -11.717 -7.486
H69 -4.457 -13.224 -7.432
C47 0.191 -2.260 6.825
C48 -0.331 -0.868 6.976
O26 0.816 -0.066 6.767
C49 1.691 -0.810 6.028
O27 2.711 -0.372 5.523
O28 1.275 -2.106 5.928
H70 -0.557 -2.944 6.415
H71 0.568 -2.670 7.768
H72 -1.080 -0.618 6.218
H73 -0.755 -0.688 7.968
C50 -7.190 5.713 -6.499
C51 -8.679 5.598 -6.444
O29 -8.887 4.479 -5.602
C52 -7.772 4.354 -4.825
O30 -7.679 3.599 -3.871
O31 -6.776 5.183 -5.254
H74 -6.856 6.748 -6.610
H75 -6.754 5.110 -7.303
H76 -9.149 6.476 -5.988
H77 -9.120 5.429 -7.430

Summary:
- Multiplicity: 1
- Energy above the lowest of the compared OMol25 structures with the same formula, charge and spin: 234.31 kcal per mole
- Net charge: -1

Löwdin atomic charge list, values in e, 4 entries: atom 1 (C): -0.1252, atom 2 (C): -0.2366, atom 3 (C): -0.1962, atom 4 (C): -0.2196



No. 2
# C52H88N10O6S3

A cluster of 13 separate species, C52H88N10O6S3 in total at a distorted geometry (ωB97M-V/def2-TZVPD, the OMol25 dataset).

Atoms and positions in Å:
C1 0.212 28.580 -18.420
C2 0.819 29.854 -17.697
C3 2.295 29.960 -17.750
C4 2.779 30.325 -19.197
N1 3.168 30.487 -20.225
H1 -0.872 28.683 -18.472
H2 0.591 27.640 -18.020
H3 0.524 28.501 -19.462
H4 0.420 29.805 -16.684
H5 0.427 30.730 -18.214
H6 2.896 29.079 -17.528
H7 2.780 30.725 -17.144
C5 0.987 34.796 -17.947
C6 -0.378 35.016 -17.448
C7 -0.434 35.895 -16.165
C8 0.534 36.983 -16.185
N2 1.272 37.835 -16.247
H8 1.791 34.680 -17.220
H9 1.329 35.664 -18.512
H10 0.873 33.912 -18.573
H11 -0.856 34.038 -17.406
H12 -0.952 35.602 -18.166
H13 -0.027 35.377 -15.297
H14 -1.422 36.295 -15.937
C9 7.784 40.856 -19.322
C10 7.078 39.644 -18.740
C11 6.733 39.395 -17.261
C12 5.962 38.109 -17.098
N3 5.408 37.045 -17.033
H15 8.857 40.864 -19.127
H16 7.489 41.855 -19.000
H17 7.651 40.875 -20.404
H18 7.514 38.704 -19.078
H19 6.091 39.607 -19.202
H20 6.310 40.334 -16.902
H21 7.623 39.198 -16.663
C13 10.909 32.365 -16.635
C14 9.479 32.407 -16.162
C15 9.421 33.192 -14.819
C16 10.172 34.419 -14.503
N4 10.770 35.387 -14.344
H22 11.422 31.552 -16.123
H23 11.345 33.362 -16.570
H24 11.013 32.195 -17.707
H25 9.065 31.399 -16.129
H26 8.940 32.884 -16.980
H27 9.590 32.600 -13.919
H28 8.376 33.487 -14.723
C17 7.187 33.930 -7.893
C18 8.415 33.827 -8.760
C19 9.515 34.628 -8.136
C20 9.882 34.336 -6.792
N5 10.160 34.051 -5.662
H29 7.129 33.208 -7.079
H30 6.363 33.681 -8.562
H31 7.120 34.918 -7.438
H32 8.303 33.937 -9.838
H33 8.640 32.764 -8.676
H34 9.001 35.587 -8.067
H35 10.331 34.779 -8.843
C21 5.349 34.964 -20.492
C22 4.265 34.434 -21.478
C23 3.922 35.114 -22.804
C24 4.737 36.302 -23.323
N6 5.349 37.227 -23.654
H36 5.237 36.030 -20.292
H37 6.357 34.740 -20.840
H38 5.180 34.590 -19.482
H39 3.362 34.248 -20.897
H40 4.532 33.390 -21.648
H41 2.890 35.462 -22.765
H42 3.967 34.338 -23.569
C25 8.903 27.112 -11.130
C26 8.406 28.284 -10.334
C27 7.206 28.906 -11.045
C28 6.487 30.089 -10.360
N7 6.009 31.076 -9.932
H43 9.935 26.892 -10.853
H44 8.844 27.359 -12.190
H45 8.283 26.218 -11.072
H46 9.107 29.063 -10.034
H47 8.016 27.754 -9.465
H48 6.466 28.124 -11.218
H49 7.453 29.431 -11.968
C29 3.402 34.145 -14.748
C30 3.062 33.442 -13.408
C31 4.125 32.359 -13.031
S1 5.134 32.139 -14.517
O1 4.444 31.295 -15.475
O2 6.551 31.974 -14.188
C32 4.848 33.820 -15.193
H50 3.222 35.194 -14.515
H51 2.680 33.802 -15.490
H52 2.041 33.083 -13.543
H53 3.011 34.181 -12.608
H54 3.732 31.399 -12.698
H55 4.648 32.774 -12.170
H56 5.045 33.697 -16.258
H57 5.549 34.478 -14.679
C33 5.153 36.712 -11.916
C34 3.992 37.713 -12.349
C35 4.499 38.579 -13.434
S2 6.339 38.836 -13.122
O3 6.534 40.169 -12.629
O4 7.073 38.329 -14.258
C36 6.411 37.556 -11.786
H58 5.241 35.991 -12.729
H59 4.860 36.306 -10.948
H60 3.759 38.363 -11.506
H61 3.041 37.245 -12.601
H62 4.069 39.566 -13.600
H63 4.495 38.066 -14.395
H64 6.312 38.213 -10.922
H65 7.405 37.108 -11.786
C37 6.181 28.246 -15.649
C38 4.908 28.034 -14.847
C39 4.893 26.640 -14.145
S3 6.506 25.932 -14.469
O5 6.430 25.130 -15.710
O6 7.068 25.357 -13.254
C40 7.312 27.528 -15.034
H66 6.230 29.334 -15.679
H67 6.114 27.838 -16.658
H68 4.056 28.136 -15.519
H69 4.824 28.804 -14.079
H70 4.055 26.001 -14.425
H71 4.884 26.845 -13.074
H72 8.179 27.435 -15.689
H73 7.635 27.913 -14.067
N8 -0.684 25.382 -14.100
C41 -0.151 25.474 -12.830
C42 0.635 26.554 -12.734
C43 0.440 27.350 -13.899
C44 -0.255 26.525 -14.802
H74 -1.089 24.536 -14.477
H75 -0.348 24.649 -12.163
H76 1.195 26.784 -11.839
H77 0.833 28.334 -14.106
H78 -0.420 26.717 -15.852
N9 2.216 30.348 -6.894
C45 1.096 29.791 -7.514
C46 1.562 29.356 -8.752
C47 2.883 29.595 -8.839
C48 3.319 30.386 -7.784
H79 2.254 30.348 -5.884
H80 0.158 29.654 -6.997
H81 0.842 28.974 -9.461
H82 3.474 29.564 -9.743
H83 4.244 30.747 -7.358
N10 0.716 33.883 -9.337
C49 0.514 33.787 -10.711
C50 0.653 35.019 -11.268
C51 0.741 35.973 -10.204
C52 0.793 35.223 -9.032
H84 0.798 33.051 -8.771
H85 0.462 32.840 -11.227
H86 0.580 35.134 -12.339
H87 0.901 37.039 -10.280
H88 0.791 35.469 -7.981

Summary:
- Multiplicity: 1

Löwdin atomic charge list, values in e, 4 entries: atom 1 (C): -0.0865, atom 2 (C): -0.2506, atom 3 (C): -0.1746, atom 4 (C): -0.2099



| no. | E_HOMO (Ha) | frontier orbital gap (eV) |
| --- | --- | --- |
| 1 | -0.165 | 3.89 |
| 2 | -0.320 | 8.60 |